1.
C25H21IN7OsS as an isolated structure, computed with ωB97M-V/def2-TZVPD.

Last column: Löwdin spin population.
Cartesian coordinates (Å):
Os1 0.990 0.931 -0.296  2.39
N1 -2.958 -0.195 -0.763  0.03
C1 -2.458 -1.507 -0.760  0.00
C2 -3.085 -2.733 -0.932  0.01
C3 -2.265 -3.841 -0.888  0.00
C4 -0.879 -3.735 -0.674  0.00
C5 -0.269 -2.510 -0.494  0.02
C6 -1.091 -1.392 -0.546  0.01
N2 -0.801 -0.021 -0.424  0.07
C7 -1.950 0.644 -0.570  0.04
C8 -1.939 2.096 -0.510  0.01
C9 -2.959 2.990 -0.506  0.01
S1 -2.343 4.568 -0.344  0.01
C10 -0.762 3.961 -0.304  0.01
N3 -0.679 2.655 -0.403  0.11
H1 -3.922 0.066 -0.914  0.00
H2 -4.150 -2.821 -1.101  0.00
H3 -2.701 -4.822 -1.023  0.00
H4 -0.283 -4.637 -0.641  0.00
H5 0.795 -2.433 -0.300  0.01
H6 -4.021 2.809 -0.575  0.00
H7 0.094 4.614 -0.200  0.00
C11 0.032 0.991 2.719  0.03
N4 1.169 1.059 1.767  0.23
C12 2.370 1.241 2.244  -0.03
C13 3.408 1.338 1.282  0.29
C14 4.827 1.455 1.346  0.06
C15 5.266 1.445 0.060  0.15
C16 4.102 1.330 -0.791  0.30
N5 2.991 1.275 -0.055  0.08
C17 -0.667 -0.340 2.655  0.01
C18 0.049 -1.515 2.856  0.00
C19 -0.608 -2.736 2.861  0.00
C20 -1.983 -2.784 2.673  0.00
C21 -2.702 -1.611 2.484  0.00
C22 -2.044 -0.388 2.473  0.00
H8 -0.649 1.798 2.439  0.01
H9 0.413 1.199 3.719  0.00
H10 2.549 1.317 3.311  -0.01
H11 5.419 1.528 2.247  0.00
H12 6.286 1.510 -0.291  0.00
H13 4.074 1.297 -1.872  0.01
H14 1.119 -1.486 3.039  0.00
H15 -0.052 -3.648 3.036  0.00
H16 -2.498 -3.735 2.702  0.00
H17 -3.778 -1.646 2.375  0.00
H18 -2.610 0.533 2.362  0.00
I1 1.652 -1.256 -6.034  0.01
C23 1.379 0.002 -4.442  0.01
C24 1.113 1.363 -4.481  0.04
N6 1.003 1.801 -3.223  0.00
N7 1.184 0.787 -2.340  0.03
C25 1.414 -0.312 -3.095  0.02
H19 1.002 2.031 -5.323  0.00
H20 0.824 2.741 -2.906  0.00
H21 1.584 -1.271 -2.630  0.00

Output
Kohn-Sham gap (alpha / beta)	7.2162 / 4.6178	eV
HOMO energy (alpha / beta)	-16.567 / -16.528	eV
energy above the lowest of the compared OMol25 structures with the same formula, charge and spin	11.3	kJ/mol
total charge	+3
multiplicity	5

=====

2.
C25H21N4ORhS6Sb as an isolated structure in a non-equilibrium geometry, computed with ωB97M-V/def2-TZVPD.

Last column: Löwdin charge in e.
Cartesian coordinates (Å):
Rh1 0.234 -1.012 -0.307  0.38
S1 -1.381 0.301 0.531  0.61
C1 -2.609 -0.950 0.606  -0.75
N1 -3.847 -0.793 0.903  0.05
N2 -4.260 0.456 1.143  -0.02
C2 -5.409 0.686 1.902  -0.24
C3 -6.213 -0.361 2.344  -0.03
C4 -7.337 -0.082 3.106  -0.10
C5 -7.676 1.224 3.433  -0.12
C6 -6.874 2.263 2.976  -0.10
C7 -5.749 2.001 2.213  -0.04
N3 -2.257 -2.283 0.356  0.05
N4 -1.053 -2.479 0.092  -0.14
C8 -0.707 -3.882 -0.024  -0.26
C9 0.587 -4.265 0.274  -0.08
C10 0.942 -5.602 0.179  -0.09
C11 0.007 -6.542 -0.226  -0.08
C12 -1.295 -6.148 -0.511  -0.09
C13 -1.661 -4.819 -0.398  -0.03
H1 -3.581 1.204 1.055  0.07
H2 -5.937 -1.376 2.096  0.10
H3 -7.952 -0.901 3.459  0.10
H4 -8.547 1.430 4.040  0.09
H5 -7.125 3.288 3.220  0.10
H6 -5.121 2.811 1.861  0.11
H7 1.305 -3.523 0.602  0.07
H8 1.952 -5.900 0.424  0.08
H9 0.295 -7.581 -0.328  0.10
H10 -2.028 -6.880 -0.827  0.10
H11 -2.672 -4.496 -0.602  0.10
S2 5.296 -3.067 -2.705  -0.34
Sb1 4.205 -3.877 -0.839  0.08
S3 2.697 -1.659 -1.145  -0.07
S4 1.075 -1.986 -2.262  0.05
S5 5.227 -2.961 1.004  -0.45
O1 1.380 0.804 -0.427  -0.74
S6 2.154 1.306 -1.637  0.98
C14 1.756 3.055 -1.654  -0.35
C15 1.016 3.601 -0.619  -0.06
C16 0.685 4.948 -0.669  -0.07
C17 1.084 5.727 -1.746  -0.09
C18 1.818 5.163 -2.782  -0.08
C19 2.153 3.819 -2.741  -0.08
C20 3.845 1.411 -1.084  -0.42
C21 4.122 1.321 0.270  -0.07
C22 5.447 1.304 0.675  -0.06
C23 6.466 1.377 -0.266  -0.07
C24 6.168 1.462 -1.619  -0.07
C25 4.847 1.470 -2.038  -0.09
H12 0.697 2.968 0.200  0.10
H13 0.108 5.388 0.135  0.10
H14 0.818 6.776 -1.784  0.10
H15 2.122 5.768 -3.626  0.10
H16 2.719 3.369 -3.549  0.11
H17 3.314 1.218 0.981  0.12
H18 5.683 1.202 1.725  0.11
H19 7.498 1.337 0.055  0.10
H20 6.964 1.483 -2.352  0.11
H21 4.605 1.481 -3.094  0.11

Output
Kohn-Sham gap (alpha / beta)	4.7121 / 5.0725	eV
HOMO energy (alpha / beta)	-3.902 / -3.933	eV
energy above the lowest of the compared OMol25 structures with the same formula, charge and spin	207.6	kJ/mol
total charge	-1
multiplicity	1